This record from the OMol25 dataset describes a 2-piece molecular cluster, C2H8NOS overall in a non-equilibrium geometry. The level of theory is ωB97M-V/def2-TZVPD.

The geometry in XYZ format:
```
13
Properties=species:S:1:pos:R:3:lowdin_charge:R:1
C -0.60 -1.99 0.45 -0.499
S -0.18 -2.43 -1.26 0.617
H 0.27 -1.70 1.04 0.027
H -1.32 -1.18 0.49 0.016
H -1.04 -2.87 0.91 0.018
H 0.92 -1.66 -1.35 -0.169
N -0.17 1.94 0.77 0.018
C 0.50 1.34 -0.41 -0.445
O 1.10 2.15 -1.25 0.057
H 0.53 2.51 1.22 0.057
H -0.82 2.61 0.38 0.057
H 1.12 0.49 -0.05 0.116
H -0.31 0.78 -0.94 0.131
```

The spin multiplicity is 2. The value obtained for the LUMO energy (alpha / beta) is 0.82 / -1.86 eV. The relative energy (zero: lowest compared OMol25 entry of this formula, charge and spin) comes out at 27.0 kcal per mole. For the HOMO energy (alpha / beta), the calculation gives -9.226 / -9.226 eV. The calculation puts the frontier orbital gap (alpha / beta) at 10.0 / 7.4 eV. Its expectation value of S² is 0.754.